No. 1
Below is a single C17H18F2N4S2 molecule, with properties calculated with ωB97M-V/def2-TZVPD.

Output
HOMO-LUMO gap	0.2837	hartree
energy relative to the best compared isomer or geometry (same formula, charge and spin)	1425.16	kJ/mol
E_HOMO	-7.975	eV
structure (SMILES)	FC(F)Sc1ccc(NC(=S)N2CCN(c3ccccn3)CC2)cc1

Positions of all 43 atoms, in Å:
F 0.78 1.78 5.48
C 2.15 1.60 5.18
F 2.73 2.11 6.21
S 2.87 -0.08 5.15
C 2.21 -0.35 3.61
C 2.90 0.26 2.62
C 2.66 -0.23 1.21
C 1.50 -0.96 0.97
N 1.00 -1.17 -0.37
C 0.03 -1.64 -0.96
S -0.04 -2.56 -2.14
N -1.33 -1.23 -0.23
C -2.47 -1.67 -1.00
C -2.93 -1.04 -2.19
N -2.46 0.44 -1.80
C -1.11 0.78 -2.51
C -1.01 0.49 -3.95
C 0.32 0.72 -4.48
C 0.95 1.76 -3.59
C 0.67 1.91 -2.34
N -0.47 1.55 -1.63
C -2.47 0.67 -0.47
C -1.54 -0.10 0.36
C 0.70 -1.42 1.95
C 1.00 -1.39 3.42
H 2.49 2.12 4.31
H 3.87 0.70 2.83
H 2.97 0.31 0.63
H 1.71 -0.97 -1.09
H -3.28 -1.78 -0.12
H -2.32 -2.87 -1.28
H -2.39 -1.39 -3.11
H -4.22 -0.74 -2.07
H -1.63 0.14 -4.51
H 0.33 0.60 -5.50
H 1.96 2.17 -4.04
H 1.35 2.63 -1.78
H -2.07 1.81 -0.38
H -3.63 0.47 -0.15
H -1.85 -0.17 1.34
H -0.52 0.52 0.50
H -0.01 -1.97 1.69
H 0.60 -1.77 4.21

No. 2
Below is a molecular structure, C34H29ClF6N2O4P2S2Sm, with properties calculated with ωB97M-V/def2-TZVPD.

Output
spin multiplicity	6
HOMO-LUMO gap (alpha / beta)	0.2559 / 0.2856	hartree
E_HOMO (alpha / beta)	-10.388 / -10.386	eV
charge	+1

Positions of all 81 atoms, in Å:
Sm -2.10 0.97 -0.44
F -0.63 5.54 0.39
C -1.03 4.76 1.38
F 0.02 4.16 1.92
F -1.66 5.46 2.29
S -2.12 3.40 0.72
O -1.68 3.08 -0.63
O -1.86 2.24 1.56
N -3.56 3.97 0.73
S -4.57 2.95 0.04
O -5.93 3.21 0.28
O -4.04 1.61 0.23
C -4.28 3.21 -1.84
F -3.69 4.37 -2.08
F -5.40 3.13 -2.50
F -3.44 2.23 -2.31
C 0.66 -1.86 0.66
N 0.97 -0.95 1.74
C 0.87 0.47 1.48
P 0.93 0.95 -0.32
C 2.51 0.21 -0.88
C 3.50 -0.17 0.02
C 4.70 -0.67 -0.45
C 4.93 -0.78 -1.81
C 3.95 -0.39 -2.71
C 2.74 0.10 -2.25
C 1.52 2.68 -0.38
C 2.45 3.25 0.48
C 2.99 4.49 0.19
C 2.61 5.16 -0.96
C 1.68 4.61 -1.82
C 1.14 3.37 -1.54
C 0.71 -1.37 3.06
C 0.18 -0.52 4.03
C -0.02 -0.97 5.33
C 0.30 -2.26 5.69
C 0.85 -3.11 4.74
C 1.07 -2.67 3.45
P -1.01 -1.55 -0.19
C -0.45 -1.66 -1.95
C 0.19 -2.81 -2.40
C 0.65 -2.90 -3.70
C 0.48 -1.84 -4.57
C -0.15 -0.68 -4.14
C -0.60 -0.59 -2.84
C -1.90 -3.10 0.11
C -2.04 -3.52 1.43
C -2.71 -4.69 1.72
C -3.24 -5.46 0.69
C -3.13 -5.03 -0.62
C -2.47 -3.85 -0.92
H 0.63 -2.88 1.03
H 1.43 -1.80 -0.12
H 1.65 0.99 2.05
H -0.10 0.87 1.83
H 3.33 -0.11 1.09
H 5.47 -0.97 0.26
H 5.87 -1.16 -2.17
H 4.12 -0.48 -3.77
H 1.97 0.41 -2.94
H 2.76 2.73 1.38
H 3.72 4.93 0.86
H 3.05 6.12 -1.19
H 1.38 5.13 -2.72
H 0.42 2.91 -2.21
H -0.10 0.50 3.80
H -0.42 -0.29 6.06
H 0.13 -2.61 6.70
H 1.13 -4.12 5.01
H 1.55 -3.33 2.74
H 0.32 -3.65 -1.73
H 1.12 -3.81 -4.05
H 0.83 -1.91 -5.59
H -0.28 0.15 -4.81
H -1.12 0.34 -2.53
H -1.62 -2.92 2.23
H -2.82 -5.01 2.75
H -3.75 -6.38 0.92
H -3.56 -5.62 -1.42
H -2.41 -3.50 -1.94
Cl -3.53 -0.71 -1.63

No. 3
Below is a single C7H9FO4 molecule, with properties calculated with ωB97M-V/def2-TZVPD.

Output
HOMO-LUMO gap (alpha / beta)	0.3137 / 0.2458	hartree
energy relative to the best compared isomer or geometry (same formula, charge and spin)	483.83	kJ/mol
E_HOMO (alpha / beta)	-8.057 / -7.329	eV

Positions of all 21 atoms, in Å:
C 2.51 0.21 2.67
C 1.28 0.36 2.62
C -0.33 1.44 1.01
C 0.19 -1.30 -0.66
C 0.00 0.46 2.18
C -0.17 0.13 -1.05
C -1.04 0.12 -2.35
O -0.92 0.88 -0.13
O -0.66 -2.01 0.07
O -1.02 -0.54 2.24
O -0.37 -0.62 -3.37
F 1.02 0.75 -1.48
H 3.49 0.15 2.54
H -1.12 2.17 1.29
H 0.64 1.99 0.70
H 1.10 -1.64 -1.22
H -1.27 1.06 -2.72
H -1.85 -0.50 -2.08
H -1.14 -1.47 0.65
H -0.83 -1.48 2.53
H 0.50 -0.15 -3.46

No. 4
Below is a molecular structure, F2H14HfO7, with properties calculated with ωB97M-V/def2-TZVPD.

Output
HOMO-LUMO gap	0.1803	hartree
energy relative to the best compared isomer or geometry (same formula, charge and spin)	785.78	kJ/mol
E_HOMO	-16.776	eV
charge	+2

Positions of all 24 atoms, in Å:
Hf 0.44 -2.00 -1.37
F 2.65 -1.17 -1.16
F 0.31 -0.03 -0.33
O -0.99 2.46 -1.32
H -1.57 2.26 -2.06
H -0.67 1.60 -1.00
O -1.52 -2.03 0.07
H -2.13 -2.75 0.29
H -1.90 -1.23 0.53
O -0.57 1.73 1.90
H -0.03 1.43 1.17
H -1.11 2.44 1.52
O -2.49 -0.17 1.78
H -3.08 0.38 2.31
H -1.66 0.36 1.73
O 1.23 -2.43 0.92
H 1.60 -1.74 1.49
H 1.10 -3.20 1.51
O 2.81 1.31 0.28
H 2.86 1.59 1.20
H 1.90 1.02 0.16
O 0.88 -0.25 -2.97
H 1.51 0.48 -2.84
H 0.44 -0.07 -3.81

No. 5
Below is a molecular structure, C21H31N6O3Pt, with properties calculated with ωB97M-V/def2-TZVPD.

Output
HOMO-LUMO gap	0.2488	hartree
energy relative to the best compared isomer or geometry (same formula, charge and spin)	17.53	kJ/mol
E_HOMO	-9.360	eV
charge	+1

Positions of all 62 atoms, in Å:
Pt 0.29 0.08 -0.39
C -0.72 -2.74 -3.80
N -1.31 -1.40 -3.85
C -2.32 -1.10 -4.85
C -0.88 -0.49 -2.97
N 0.16 -0.65 -2.20
N -1.57 0.72 -2.94
C -1.37 1.77 -2.06
N -2.24 2.79 -2.22
N -0.41 1.79 -1.18
H -1.29 -3.39 -4.45
H -0.78 -3.15 -2.78
H 0.32 -2.74 -4.13
H -2.35 -1.91 -5.57
H -2.08 -0.19 -5.40
H -3.32 -1.01 -4.40
H 0.64 -1.54 -2.27
H -2.40 0.77 -3.50
H -2.91 2.81 -2.96
H -2.18 3.60 -1.63
H -0.42 2.63 -0.62
C -0.01 1.64 3.76
C -0.38 0.76 2.59
O 0.57 0.95 1.50
H -0.78 1.58 4.52
H 0.08 2.69 3.45
H 0.93 1.33 4.21
H -1.35 1.02 2.17
H -0.41 -0.29 2.86
H 1.44 0.67 1.82
C -6.83 -3.15 4.56
C -6.05 -3.80 3.45
C -6.65 -4.76 2.65
C -5.94 -5.37 1.62
C -4.63 -5.01 1.38
C -4.01 -4.05 2.18
N -2.69 -3.62 1.92
C -1.66 -4.38 1.42
C -1.64 -5.78 1.55
C -0.58 -6.52 1.08
C 0.51 -5.91 0.45
C 0.51 -4.54 0.33
C -0.55 -3.76 0.80
C -0.46 -2.29 0.64
O 0.66 -1.83 0.10
O -1.37 -1.50 0.95
C -4.72 -3.44 3.23
C -4.07 -2.41 4.12
H -7.87 -3.50 4.56
H -6.84 -2.06 4.46
H -6.40 -3.38 5.54
H -7.68 -5.03 2.83
H -6.42 -6.11 0.99
H -4.09 -5.45 0.56
H -2.56 -2.63 1.79
H -2.45 -6.27 2.06
H -0.60 -7.60 1.20
H 1.33 -6.51 0.08
H 1.36 -4.04 -0.12
H -2.99 -2.37 3.96
H -4.24 -2.65 5.17
H -4.48 -1.42 3.95

No. 6
Below is a molecular structure, C7H13NO, with properties calculated with ωB97M-V/def2-TZVPD.

Output
HOMO-LUMO gap	0.2620	hartree
energy relative to the best compared isomer or geometry (same formula, charge and spin)	515.97	kJ/mol
E_HOMO	-6.386	eV

Positions of all 22 atoms, in Å:
C -1.49 -0.68 -1.27
C -1.40 1.68 -0.70
C 1.55 1.24 -0.61
N -0.93 0.33 -0.38
C 0.73 0.13 -0.05
C 0.84 -1.26 1.47
C 1.16 -1.23 0.09
C 0.78 -1.97 2.59
O 0.36 0.17 1.45
H -0.77 0.17 0.94
H 1.79 -1.84 -0.53
H -1.01 -1.63 -1.06
H -2.56 -0.76 -1.12
H -2.50 1.69 -0.69
H -1.05 2.39 0.05
H -1.30 -0.42 -2.32
H -1.06 2.00 -1.69
H 1.13 2.23 -0.44
H 2.55 1.20 -0.17
H 1.65 1.09 -1.69
H 1.01 -3.03 2.58
H 0.54 -1.50 3.54

No. 7
Below is a single C3H6N6O3 molecule, with properties calculated with ωB97M-V/def2-TZVPD.

Output
HOMO-LUMO gap	0.2905	hartree
energy relative to the best compared isomer or geometry (same formula, charge and spin)	911.70	kJ/mol
E_HOMO	-9.430	eV
structure (SMILES)	O=NN1CN(N=O)CN(N=O)C1

Positions of all 18 atoms, in Å:
O -1.73 2.27 -0.02
N -0.51 2.08 0.19
N -0.15 0.87 0.69
C -1.08 -0.46 0.92
N -0.89 -1.31 -0.15
N -1.37 -0.42 -1.61
O -2.42 0.34 -1.64
C 0.57 -1.48 -0.54
N 1.37 -0.30 -0.42
N 1.49 0.60 -1.57
O 1.98 1.68 -1.33
C 1.17 0.35 0.95
H -0.93 -0.91 2.06
H -2.22 -0.16 0.72
H 0.96 -1.97 0.46
H 0.73 -1.83 -1.48
H 1.82 1.08 1.08
H 1.21 -0.45 1.69

No. 8
Below is a molecular structure, C6H5N5S, with properties calculated with ωB97M-V/def2-TZVPD.

Output
HOMO-LUMO gap	0.3567	hartree
energy relative to the best compared isomer or geometry (same formula, charge and spin)	0.00	kJ/mol
E_HOMO	-9.133	eV

Positions of all 17 atoms, in Å:
C -2.86 0.31 0.09
C -0.84 -0.48 -0.09
C 0.71 -0.31 -0.10
C 2.55 0.45 -1.06
C 3.36 -0.08 -0.05
C 2.62 -0.80 0.98
H -4.69 0.84 0.08
H -3.96 2.09 0.64
H 3.03 0.90 -1.95
H 4.52 -0.17 -0.11
H 3.02 -1.17 1.95
N -3.95 1.06 0.47
N -1.58 0.68 0.28
N -1.42 -1.52 -0.58
N 1.25 0.36 -1.09
N 1.27 -0.88 0.97
S -3.06 -1.31 -0.44

No. 9
Below is a single C21H23N3O4 molecule, with properties calculated with ωB97M-V/def2-TZVPD.

Output
HOMO-LUMO gap	0.2988	hartree
energy relative to the best compared isomer or geometry (same formula, charge and spin)	412.67	kJ/mol
E_HOMO	-8.299	eV
structure (SMILES)	O=C(CCCC(=O)N1CCN(c2ccc([N+](=O)[O-])cc2)CC1)c1ccccc1

Positions of all 51 atoms, in Å:
O 0.15 0.37 -1.93
C 0.68 1.32 -1.38
C 2.06 1.78 -1.80
C 2.92 0.61 -2.30
C 3.75 -0.03 -1.17
C 3.02 -0.04 0.15
O 3.28 0.81 0.99
N 2.08 -0.98 0.40
C 1.55 -1.89 -0.60
C 0.85 -3.10 0.03
N -0.11 -2.65 1.01
C -1.28 -2.03 0.60
C -1.81 -2.24 -0.68
C -2.95 -1.60 -1.09
C -3.61 -0.71 -0.24
N -4.74 0.02 -0.69
O -5.17 0.90 0.03
O -5.21 -0.27 -1.78
C -3.13 -0.53 1.05
C -2.00 -1.18 1.47
C 0.64 -2.06 2.10
C 1.28 -0.76 1.60
C -0.04 2.06 -0.33
C 0.58 2.69 0.75
C -0.19 3.31 1.72
C -1.57 3.33 1.62
C -2.20 2.71 0.56
C -1.44 2.07 -0.41
H 2.56 2.32 -1.00
H 1.89 2.49 -2.61
H 2.25 -0.12 -2.75
H 3.60 0.95 -3.07
H 4.64 0.57 -1.01
H 4.06 -1.03 -1.47
H 2.38 -2.25 -1.23
H 0.83 -1.37 -1.24
H 0.37 -3.69 -0.75
H 1.57 -3.74 0.54
H -1.33 -2.91 -1.38
H -3.34 -1.75 -2.09
H -3.66 0.13 1.72
H -1.67 -1.01 2.48
H 0.02 -1.86 2.97
H 1.41 -2.77 2.41
H 1.95 -0.33 2.35
H 0.49 -0.04 1.39
H 1.65 2.64 0.87
H 0.30 3.78 2.56
H -2.16 3.82 2.38
H -3.28 2.71 0.48
H -1.91 1.58 -1.25

No. 10
Below is a molecular structure, C4H5NO2, with properties calculated with ωB97M-V/def2-TZVPD.

Output
HOMO-LUMO gap	0.3928	hartree
energy relative to the best compared isomer or geometry (same formula, charge and spin)	177.54	kJ/mol
E_HOMO	-9.790	eV

Positions of all 12 atoms, in Å:
N -0.94 -1.35 0.43
C -0.13 -0.28 -0.03
C 1.01 0.27 0.81
C -0.09 1.17 0.37
O 0.19 1.58 -0.99
C 0.04 0.27 -1.42
O 0.01 -0.12 -2.54
H -0.46 -2.23 0.28
H -1.81 -1.39 -0.09
H 0.96 -0.07 1.84
H 2.00 0.39 0.39
H -0.77 1.76 0.95